{
  "formula": "C4H6N2",
  "method": "wB97M-V/def2-TZVPD",
  "gap_ev": 8.865,
  "e_above_lowest_kj_mol": 345.45,
  "smiles": "Nc1cc[nH]c1",
  "fmax_ev_per_a": 1.93,
  "homo_ev": -8.033,
  "charge": 0,
  "elements": ["N", "C", "C", "C", "N", "C", "H", "H", "H", "H", "H", "H"],
  "positions_angstrom": [[0.93, 1.41, -1.20], [0.29, 0.47, -0.37], [0.67, 0.34, 1.03], [-0.09, -0.79, 1.43], [-0.89, -1.20, 0.43], [-0.72, -0.40, -0.68], [1.22, 0.94, -2.05], [1.78, 1.74, -0.74], [-0.09, 1.24, 0.83], [-0.11, -1.35, 2.37], [-1.62, -1.90, 0.49], [-1.35, -0.51, -1.55]]
}

---

{
  "formula": "C5H14",
  "method": "wB97M-V/def2-TZVPD",
  "gap_ev": 12.450,
  "e_above_lowest_kj_mol": 72.04,
  "smiles": "CCC.CC",
  "fmax_ev_per_a": 1.86,
  "homo_ev": -11.288,
  "charge": 0,
  "elements": ["C", "C", "C", "H", "H", "H", "H", "H", "H", "H", "H", "C", "C", "H", "H", "H", "H", "H", "H"],
  "positions_angstrom": [[2.32, 0.12, -0.10], [1.65, -1.14, -0.66], [0.59, -0.64, -1.66], [3.00, 0.60, -0.79], [1.52, 0.81, 0.20], [2.97, 0.03, 0.79], [1.21, -1.77, 0.11], [2.32, -1.68, -1.33], [1.01, 0.20, -2.25], [-0.37, -0.20, -1.40], [0.39, -1.39, -2.45], [-2.63, 1.18, 1.05], [-1.49, 0.21, 1.37], [-3.34, 1.22, 1.87], [-2.39, 2.19, 0.71], [-3.22, 0.67, 0.27], [-0.45, 0.53, 1.34], [-1.39, -0.60, 0.64], [-1.70, -0.35, 2.29]]
}

---

{
  "formula": "C23H24N5O2V",
  "method": "wB97M-V/def2-TZVPD",
  "gap_ev": 5.779,
  "e_above_lowest_kj_mol": 0.00,
  "fmax_ev_per_a": 0.16,
  "homo_ev": -22.370,
  "charge": 4,
  "elements": ["V", "C", "C", "C", "C", "C", "C", "C", "N", "N", "C", "C", "C", "C", "C", "C", "N", "C", "C", "C", "C", "C", "C", "N", "H", "H", "H", "H", "H", "H", "H", "H", "H", "H", "H", "H", "H", "H", "H", "H", "H", "H", "H", "H", "O", "C", "C", "C", "C", "O", "N", "H", "H", "H", "H"],
  "positions_angstrom": [[0.13, -0.69, -0.05], [1.06, -0.86, 2.87], [2.35, -0.14, 2.57], [2.93, -0.41, 1.22], [4.30, -0.36, 1.03], [4.85, -0.51, -0.24], [4.00, -0.70, -1.33], [2.65, -0.77, -1.10], [2.10, -0.64, 0.16], [-0.12, -0.39, 2.05], [-1.31, -1.17, 2.51], [-2.38, -0.96, 1.50], [-3.74, -1.03, 1.74], [-4.62, -0.80, 0.69], [-4.13, -0.49, -0.57], [-2.76, -0.44, -0.76], [-1.91, -0.68, 0.27], [-0.41, 1.08, 2.32], [-0.09, 1.93, 1.13], [-0.03, 3.31, 1.14], [0.16, 3.98, -0.07], [0.29, 3.26, -1.27], [0.24, 1.89, -1.21], [0.05, 1.25, -0.03], [0.79, -0.69, 3.92], [1.15, -1.93, 2.73], [3.08, -0.46, 3.32], [2.27, 0.94, 2.71], [4.94, -0.19, 1.89], [5.92, -0.47, -0.38], [4.38, -0.81, -2.33], [1.98, -0.95, -1.93], [-1.61, -0.82, 3.50], [-1.03, -2.22, 2.61], [-4.10, -1.26, 2.74], [-5.69, -0.85, 0.86], [-4.79, -0.29, -1.40], [-2.34, -0.21, -1.73], [0.13, 1.40, 3.21], [-1.47, 1.19, 2.54], [-0.14, 3.86, 2.06], [0.21, 5.06, -0.09], [0.44, 3.76, -2.21], [0.36, 1.28, -2.11], [0.31, -4.14, 2.28], [0.15, -4.07, 1.12], [0.04, -5.07, -0.01], [-0.15, -4.29, -1.32], [-0.14, -2.90, -0.83], [-0.19, -1.72, -1.49], [-0.01, -2.68, 0.43], [-0.79, -5.74, 0.22], [0.95, -5.68, 0.00], [-1.10, -4.50, -1.83], [0.64, -4.45, -2.06]]
}

---

{
  "formula": "C24H72O24",
  "method": "wB97M-V/def2-TZVPD",
  "gap_ev": 9.935,
  "e_above_lowest_kj_mol": 696.97,
  "smiles": "OCCO.OCCO.OCCO.OCCO.OCCO.OCCO.OCCO.OCCO.OCCO.OCCO.OCCO.OCCO",
  "fmax_ev_per_a": 3.25,
  "homo_ev": -9.975,
  "charge": 0,
  "elements": ["O", "C", "C", "O", "H", "H", "H", "H", "H", "H", "O", "C", "C", "O", "H", "H", "H", "H", "H", "H", "O", "C", "C", "O", "H", "H", "H", "H", "H", "H", "O", "C", "C", "O", "H", "H", "H", "H", "H", "H", "O", "C", "C", "O", "H", "H", "H", "H", "H", "H", "O", "C", "C", "O", "H", "H", "H", "H", "H", "H", "O", "C", "C", "O", "H", "H", "H", "H", "H", "H", "O", "C", "C", "O", "H", "H", "H", "H", "H", "H", "O", "C", "C", "O", "H", "H", "H", "H", "H", "H", "O", "C", "C", "O", "H", "H", "H", "H", "H", "H", "O", "C", "C", "O", "H", "H", "H", "H", "H", "H", "O", "C", "C", "O", "H", "H", "H", "H", "H", "H"],
  "positions_angstrom": [[-0.76, -18.98, -4.00], [-0.32, -18.04, -4.95], [1.08, -17.47, -4.65], [2.07, -18.48, -4.83], [-0.45, -19.83, -4.32], [-0.40, -18.38, -5.98], [-0.99, -17.19, -4.86], [1.11, -17.15, -3.61], [1.25, -16.55, -5.21], [2.53, -18.49, -3.99], [-3.92, -21.07, -11.68], [-4.11, -19.97, -10.76], [-3.64, -18.57, -11.22], [-2.26, -18.82, -11.58], [-4.27, -20.77, -12.52], [-5.19, -19.83, -10.66], [-3.61, -20.12, -9.81], [-3.76, -17.90, -10.37], [-4.16, -18.11, -12.06], [-2.28, -18.85, -12.54], [2.26, -11.93, -2.33], [1.37, -12.16, -1.28], [2.01, -11.99, 0.14], [3.02, -12.98, 0.31], [3.07, -12.43, -2.21], [0.45, -11.60, -1.42], [1.02, -13.19, -1.32], [1.18, -12.07, 0.85], [2.35, -10.99, 0.38], [3.74, -12.55, 0.79], [-0.18, -11.15, -6.83], [-1.52, -11.07, -6.50], [-2.07, -12.44, -6.06], [-2.20, -13.26, -7.22], [0.30, -11.43, -6.05], [-1.42, -10.41, -5.64], [-2.20, -10.68, -7.26], [-3.06, -12.45, -5.60], [-1.35, -12.93, -5.41], [-1.37, -13.44, -7.67], [0.99, -25.46, -10.39], [1.86, -24.54, -9.82], [1.66, -23.11, -10.19], [0.58, -22.46, -9.54], [0.13, -25.20, -10.05], [1.75, -24.80, -8.77], [2.89, -24.84, -10.00], [1.56, -22.96, -11.26], [2.62, -22.59, -10.14], [0.30, -21.70, -10.06], [9.56, -16.38, -7.23], [10.94, -15.99, -7.05], [11.66, -17.40, -6.98], [11.77, -17.74, -5.62], [9.57, -17.09, -7.88], [11.13, -15.44, -7.97], [11.13, -15.33, -6.21], [12.68, -17.31, -7.34], [11.09, -18.13, -7.55], [12.45, -17.16, -5.27], [2.01, -4.75, -9.62], [1.81, -5.38, -8.42], [3.03, -6.12, -7.94], [4.05, -5.29, -7.48], [1.46, -3.97, -9.65], [1.50, -4.55, -7.79], [0.99, -6.10, -8.51], [3.41, -6.81, -8.70], [2.72, -6.65, -7.04], [4.60, -5.77, -6.86], [3.88, -11.23, -14.16], [3.25, -11.87, -15.26], [1.74, -11.88, -15.02], [1.31, -12.78, -13.96], [3.65, -11.66, -13.33], [3.32, -11.30, -16.19], [3.74, -12.81, -15.51], [1.33, -12.29, -15.94], [1.46, -10.85, -14.84], [1.82, -12.53, -13.19], [1.64, -15.29, -9.60], [3.06, -15.31, -9.85], [3.66, -14.01, -9.26], [3.20, -12.89, -10.02], [1.22, -16.01, -10.09], [3.46, -16.12, -9.24], [3.44, -15.51, -10.85], [4.74, -14.10, -9.28], [3.48, -13.88, -8.19], [2.43, -12.59, -9.53], [10.69, -11.85, -11.87], [9.43, -11.42, -11.41], [9.06, -10.10, -12.03], [8.85, -10.16, -13.40], [11.36, -11.28, -11.48], [8.69, -12.21, -11.56], [9.41, -11.36, -10.32], [9.85, -9.35, -11.98], [8.16, -9.56, -11.74], [7.96, -10.51, -13.40], [6.94, -13.20, -3.18], [7.89, -12.23, -3.65], [8.84, -11.97, -2.42], [9.59, -13.15, -2.16], [7.14, -13.91, -3.79], [8.51, -12.65, -4.44], [7.45, -11.28, -3.94], [8.20, -11.57, -1.64], [9.45, -11.18, -2.85], [8.99, -13.67, -1.63], [1.04, -20.18, -17.96], [1.73, -19.61, -16.90], [1.52, -18.07, -16.75], [0.22, -17.76, -16.23], [1.49, -21.00, -18.19], [1.56, -20.19, -16.00], [2.80, -19.66, -17.08], [1.64, -17.46, -17.65], [2.27, -17.73, -16.04], [0.25, -16.86, -15.91]]
}